#w
The following is a DFT calculation (ωB97M-V/def2-TZVPD) of C5H11N2O in the gas phase.

## Properties
Total charge = 0
Spin multiplicity = 2
LUMO (alpha / beta) = 0.78 / 0.69 eV

```
19
Properties=species:S:1:pos:R:3:mulliken_charge:R:1
H 0.380 -2.004 -1.354 0.26
C 0.127 0.931 0.258 -0.80
O 2.286 0.814 -0.756 -0.50
H -2.624 -1.089 1.428 0.24
C -0.220 -2.311 -0.480 -0.85
C -0.943 0.136 -0.367 -1.48
H 1.628 -0.800 0.222 0.55
H -1.481 -2.169 1.967 0.26
C 1.465 0.230 -0.099 -0.14
C -0.901 -1.367 0.162 0.55
N -1.605 -1.283 1.395 -0.55
H 1.035 2.746 -0.312 0.55
H -0.457 2.379 -1.059 0.51
H 0.036 1.068 1.381 -0.38
H -0.270 2.937 0.522 1.28
N 0.061 2.373 -0.184 -0.54
H -1.910 0.439 0.007 0.34
H -0.987 0.052 -1.560 0.45
H 0.004 -3.415 -0.515 0.27
```

#x
The following is a DFT calculation (ωB97M-V/def2-TZVPD) of C5H11N2O in the gas phase.

## Properties
Total charge = 0
Spin multiplicity = 2
LUMO (alpha / beta) = 0.99 / -1.66 eV

```
19
Properties=species:S:1:pos:R:3:mulliken_charge:R:1
H -1.123 -1.895 1.084 0.30
N 0.091 1.209 -1.894 -0.35
H 1.001 -1.837 1.920 0.42
O 2.114 0.921 0.976 -0.42
H 0.619 1.072 -1.048 0.13
H -0.728 0.958 0.860 0.42
C 0.653 -0.961 1.386 -0.77
H 0.430 -0.164 2.086 0.39
H 0.441 1.948 -2.486 0.24
C -1.433 0.219 0.483 -0.70
H -2.365 0.061 1.018 0.30
C -0.608 -1.135 0.497 -0.49
H 1.717 -0.492 -0.510 0.35
C -1.253 1.024 -1.778 0.01
H -0.410 -1.431 -0.531 0.42
H -1.817 1.137 -2.707 0.36
C 1.877 -0.317 0.568 -0.35
H 2.772 -0.905 0.903 0.31
N -1.978 0.587 -0.828 -0.57
```

It is #x that is most stable; the runner-up trails by 0.0881 hartree.

#w
The following is a DFT calculation (ωB97M-V/def2-TZVPD) of CH3N3O2Si in the gas phase.

## Properties
Total charge = 0
LUMO = -0.86 eV

```
10
Properties=species:S:1:pos:R:3:mulliken_charge:R:1
N -0.313 -2.945 -0.183 -0.30
C -0.487 -1.830 -0.089 0.19
N -0.074 0.864 -1.581 -0.68
H -2.109 0.432 0.520 -0.02
O 1.514 -0.176 1.747 -0.51
H 0.615 1.506 -1.076 0.31
Si -0.766 -0.029 0.143 0.50
H 0.356 -0.008 -2.058 0.29
N 0.639 0.475 1.268 0.76
O 0.626 1.711 1.309 -0.53
```

#x
The following is a DFT calculation (ωB97M-V/def2-TZVPD) of a 2-piece molecular cluster, CH3N3O2Si overall.

## Properties
Total charge = 0
LUMO (alpha / beta) = -2.68 / -2.68 eV

```
10
Properties=species:S:1:pos:R:3:mulliken_charge:R:1
O -2.123 -1.664 -1.943 -0.51
N 0.048 -0.111 0.850 -0.34
H -0.150 -0.856 1.501 0.30
O -1.488 -2.482 -0.032 -0.54
C 1.849 -1.430 -2.950 -0.27
N 2.641 -1.943 -3.598 -0.34
H 0.708 0.556 1.213 0.26
N -1.435 -1.657 -0.936 0.91
H -0.520 0.753 -1.690 0.03
Si -0.217 -0.338 -0.800 0.49
```

It is #w that is most stable; the runner-up trails by 0.0813 hartree.

#w
The following is a DFT calculation (ωB97M-V/def2-TZVPD) of a 2-piece molecular cluster, C3H3IO overall.

## Properties
Total charge = 0
LUMO = 0.19 eV

```
8
Properties=species:S:1:pos:R:3:mulliken_charge:R:1
C -2.165 0.329 0.918 -0.30
H -2.457 0.372 1.929 0.38
H 3.476 -0.485 -0.842 0.30
H -1.388 0.313 -1.177 0.40
O 2.614 -0.339 -1.025 -0.19
C 1.738 -1.166 -0.677 -0.03
I 2.481 -2.858 0.402 -0.09
C -1.700 0.347 -0.177 -0.47
```

#x
The following is a DFT calculation (ωB97M-V/def2-TZVPD) of C3H3IO in the gas phase.

## Properties
Total charge = 0
LUMO = 0.14 eV

```
8
Properties=species:S:1:pos:R:3:mulliken_charge:R:1
C 0.704 -1.288 -0.011 0.00
C -0.660 0.979 -0.481 -0.36
C -0.018 0.046 0.227 -0.29
H -0.563 0.936 -1.501 0.45
I -1.516 2.595 0.555 0.07
H 1.699 -1.173 0.529 0.25
H 0.071 0.155 1.255 0.28
O 0.284 -2.251 -0.573 -0.41
```

It is #x that is most stable; the runner-up trails by 0.1182 hartree.

#w
The following is a DFT calculation (ωB97M-V/def2-TZVPD) of C8H14N2O2 in the gas phase.

## Properties
Total charge = 0
LUMO = 0.93 eV

```
26
Properties=species:S:1:pos:R:3:mulliken_charge:R:1
H 2.849 2.063 -2.907 0.34
C -1.515 -0.905 -1.424 -1.36
H -0.737 1.067 2.575 0.42
C -1.513 0.551 2.159 -1.41
H 0.519 1.987 0.915 0.51
C -0.708 -0.360 -0.228 0.27
N 0.456 -0.803 -0.012 -0.22
H 2.061 -3.472 -0.284 0.23
H -1.730 -0.415 2.423 0.42
H 2.815 -1.880 -0.877 0.23
C 2.128 -2.332 -0.205 -0.66
H -1.975 -0.009 -1.928 0.40
C 2.197 1.843 -2.057 -1.01
C -0.437 2.033 0.397 -0.84
H -2.233 0.979 0.092 0.51
H 2.187 -2.017 0.747 0.37
H -0.755 -1.317 -2.071 0.40
O 0.849 -1.946 -0.746 -0.24
H -2.086 -1.704 -1.107 0.37
H -1.044 2.920 0.880 0.29
C -1.364 0.742 0.616 0.32
H -2.509 1.121 2.267 0.32
C 1.126 1.936 -1.306 1.05
O -0.127 2.260 -0.941 -0.40
H 2.483 0.725 -0.277 0.29
N 2.405 1.711 -0.569 -0.61
```

#x
The following is a DFT calculation (ωB97M-V/def2-TZVPD) of C8H14N2O2 in the gas phase.

## Properties
Total charge = 0
LUMO = 0.84 eV

```
26
Properties=species:S:1:pos:R:3:mulliken_charge:R:1
O 2.214 1.162 1.430 -0.60
H 6.100 -0.203 -0.649 0.38
C 5.125 -0.587 -0.841 -1.10
H 4.500 1.132 0.298 0.32
C -0.552 0.037 -0.162 0.54
C -2.857 0.660 -0.855 -0.74
N 0.802 -0.234 0.310 -0.12
H -4.828 -1.353 1.280 0.29
C 2.069 0.286 0.590 0.57
H -2.565 0.589 -1.969 0.29
H -4.824 0.495 0.968 0.36
C 4.264 0.047 0.203 -0.16
H -1.223 2.037 -0.005 0.29
H 5.098 -1.728 -0.534 0.24
H -2.020 0.986 1.160 0.21
H -4.346 -0.892 -0.991 0.37
H -2.871 -1.500 -0.331 0.36
H 4.587 -0.503 1.148 0.23
C -1.651 1.001 0.116 -0.31
H -3.544 1.430 -0.760 0.43
C -4.233 -0.351 0.999 -1.07
O 2.963 -0.349 -0.076 -0.23
H 4.837 -0.510 -1.899 0.31
C -3.541 -0.657 -0.352 -0.48
N -0.038 -0.857 -0.888 -0.65
H -3.463 -0.140 1.810 0.27
```

It is #x that is most stable; the runner-up trails by 0.1105 hartree.

#w
The following is a DFT calculation (ωB97M-V/def2-TZVPD) of H14LiO7 as an isolated structure.

## Properties
Total charge = +1
LUMO = -3.61 eV

```
22
Properties=species:S:1:pos:R:3:mulliken_charge:R:1
H 21.809 2.566 -10.078 0.32
H 20.397 -2.431 -13.637 0.30
O 21.485 1.854 -9.514 -0.68
O 21.012 -1.680 -13.589 -0.59
H 21.591 1.876 -13.546 0.28
H 20.632 2.676 -12.659 0.26
H 19.254 -2.409 -11.774 0.27
H 18.964 -2.314 -10.410 0.26
H 18.719 0.958 -13.707 0.31
H 20.577 1.864 -9.713 0.35
H 20.610 -1.081 -14.234 0.32
H 18.222 1.977 -11.069 0.29
H 21.854 0.481 -10.651 0.44
O 18.669 0.069 -13.400 -0.57
H 18.071 1.107 -9.938 0.25
O 21.656 -0.416 -10.910 -0.66
Li 20.186 0.106 -12.002 0.78
O 19.037 -1.714 -11.139 -0.50
O 18.690 1.291 -10.614 -0.52
H 17.804 -0.014 -13.020 0.28
H 21.367 -0.742 -10.026 0.32
O 20.819 1.795 -12.942 -0.51
```

#x
The following is a DFT calculation (ωB97M-V/def2-TZVPD) of H14LiO7 as an isolated structure.

## Properties
Total charge = +1
LUMO = -3.56 eV

```
22
Properties=species:S:1:pos:R:3:mulliken_charge:R:1
O -1.392 1.536 1.180 -0.63
H -0.880 0.866 -4.038 0.32
H 1.516 -2.074 -0.513 0.32
H -1.593 2.075 0.418 0.34
O -0.538 -1.158 1.487 -0.54
H 1.362 1.816 -0.860 0.29
O 1.323 -1.274 -1.161 -0.64
H -2.161 -1.310 -0.989 0.27
H -2.269 0.048 -1.803 0.32
H 1.967 2.034 0.569 0.29
H -0.694 1.912 1.556 0.31
H -0.263 0.096 -2.700 0.37
O 1.293 1.527 0.000 -0.60
O 1.302 -0.358 3.313 -0.58
H 0.856 -0.734 2.521 0.32
Li -0.195 0.224 -0.026 0.89
H -1.437 -1.188 1.811 0.25
H 1.799 -1.017 3.574 0.29
H 2.253 -1.023 -1.513 0.33
O -0.086 0.677 -3.354 -0.65
O -1.630 -0.512 -1.315 -0.60
H -0.529 -2.162 1.843 0.32
```

It is #w that is most stable; the runner-up trails by 0.0733 hartree.

#w
The following is a DFT calculation (ωB97M-V/def2-TZVPD) of C9H9NOS in the gas phase.

## Properties
Total charge = 0
LUMO (alpha / beta) = 0.12 / 0.00 eV

```
21
Properties=species:S:1:pos:R:3:mulliken_charge:R:1
H 4.145 -1.119 1.743 0.38
C 1.429 -0.121 0.011 0.37
S 4.027 -0.198 -0.550 -0.09
C 2.093 -0.664 1.157 -0.75
C -0.871 2.521 -0.408 0.30
H -2.913 2.541 -0.348 0.28
H -2.114 -2.292 -0.927 0.27
H -0.417 -2.445 -0.141 0.29
O -0.358 3.561 -0.621 -0.47
N -2.023 1.991 -0.432 -0.19
C -1.444 -1.866 -0.003 -1.25
C -1.191 -0.320 -0.031 0.68
H -1.944 -2.213 0.860 0.33
H 2.473 0.450 -2.000 0.36
C 2.417 0.299 -0.940 -0.70
H -3.166 0.281 -0.906 0.33
C 0.075 0.113 -0.085 -0.10
C 3.440 -0.738 1.000 -0.28
H 1.668 -0.934 2.015 0.54
C -2.417 0.531 -0.169 -0.58
H -2.909 0.623 0.774 0.28
```

#x
The following is a DFT calculation (ωB97M-V/def2-TZVPD) of C9H9NOS in the gas phase.

## Properties
Total charge = 0
LUMO (alpha / beta) = -0.79 / -0.02 eV

```
21
Properties=species:S:1:pos:R:3:mulliken_charge:R:1
H 3.275 -1.766 0.129 0.33
H -0.234 1.298 -2.627 0.38
H 1.422 -2.861 -0.665 0.50
C -0.619 -0.584 1.411 -0.87
S 2.292 0.428 0.541 0.44
H -0.518 -1.717 -1.639 0.50
H -0.287 2.428 1.402 0.40
C -0.666 2.419 -0.664 -0.72
O 3.715 0.932 0.870 -0.64
C -0.302 1.354 -1.500 -0.68
H -0.438 -2.721 0.782 0.49
N -0.502 0.555 0.648 0.23
C -0.882 1.879 0.771 -0.52
C 2.353 -1.220 -0.062 -0.43
H -0.736 3.419 -0.760 0.61
H -2.019 1.757 0.930 0.34
C -0.066 -1.265 -0.785 0.78
C -0.244 0.208 -0.630 -0.35
C -0.483 -1.679 0.593 -0.56
H -1.002 -0.496 2.384 0.51
C 1.312 -1.839 -0.588 -0.74
```

It is #w that is most stable; the runner-up trails by 0.0146 hartree.